Here is a structure of composition C48H58BrFKN4O6PS from the Open Molecules 2025 dataset. Energies are from ωB97M-V/def2-TZVPD.

Its highest occupied orbital energy is -2.0 eV. Its total charge is -2. The energy relative to the best compared isomer or geometry (same formula, charge and spin) is 0.0 kJ/mol. The multiplicity is 1.

Last column: Mulliken charge in e.
Cartesian coordinates (Å):
K (-1.0360, -0.1296, 0.8437)  0.64
C (-5.1173, 3.7266, -6.2268)  -1.64
C (-5.6488, 3.3103, -4.8466)  2.15
C (-6.8889, 2.4251, -5.0399)  -1.67
C (-6.0863, 4.5759, -4.1080)  -2.25
C (-4.5702, 2.5455, -4.0828)  -0.15
C (-4.0482, 2.9673, -2.8692)  -0.32
C (-3.0671, 2.2316, -2.2336)  -0.39
Br (-2.4245, 2.8734, -0.5572)  -0.21
C (-2.4957, 1.0269, -2.7286)  -0.10
O (-1.5722, 0.3899, -2.1257)  -0.10
C (-3.0760, 0.5919, -3.9847)  -0.33
C (-4.0564, 1.3498, -4.5986)  -0.06
C (-2.5672, -0.7016, -4.6257)  2.50
C (-3.3172, -1.0611, -5.9109)  -2.53
C (-2.7336, -1.8807, -3.6553)  -1.76
C (-1.0833, -0.5286, -4.9824)  -1.22
H (-5.8857, 4.2614, -6.7960)  0.45
H (-4.8077, 2.8552, -6.8056)  0.30
H (-4.2486, 4.3788, -6.1163)  0.35
H (-7.6675, 2.9637, -5.5910)  0.46
H (-7.2919, 2.1228, -4.0718)  0.36
H (-6.6449, 1.5188, -5.5956)  0.31
H (-6.8610, 5.0900, -4.6844)  0.44
H (-5.2511, 5.2656, -3.9721)  0.40
H (-6.4949, 4.3390, -3.1242)  0.40
H (-4.3963, 3.8709, -2.3869)  0.45
H (-4.4586, 0.9976, -5.5414)  0.24
H (-4.3910, -1.1632, -5.7350)  0.44
H (-2.9465, -2.0206, -6.2812)  0.47
H (-3.1639, -0.3167, -6.6971)  0.36
H (-3.7924, -2.0594, -3.4505)  0.40
H (-2.2336, -1.6735, -2.7132)  0.17
H (-2.3092, -2.7896, -4.0940)  0.47
H (-0.9620, 0.2509, -5.7399)  0.34
H (-0.6694, -1.4631, -5.3765)  0.48
H (-0.5352, -0.2393, -4.0898)  -0.14
O (-0.0950, 3.3528, 2.6830)  -0.80
H (0.2101, 3.2411, 1.7669)  0.46
H (-0.1377, 2.4330, 2.9911)  0.37
F (1.7053, -0.5841, 1.1883)  -1.22
N (2.1278, 1.7169, 0.1082)  1.46
C (3.1410, 2.1515, -0.6547)  -0.35
C (2.7242, 3.3165, -1.2685)  -1.11
C (1.4074, 3.4916, -0.8114)  -0.38
N (1.0557, 2.5172, 0.0162)  -0.78
H (2.0426, 0.7975, 0.6112)  0.06
H (4.0611, 1.5957, -0.7280)  0.46
H (3.2774, 3.9309, -1.9579)  0.43
H (0.6956, 4.2651, -1.0520)  0.41
C (-4.0645, -0.1372, 4.0852)  -0.55
C (-4.1416, -1.0338, 2.8288)  0.44
O (-5.2076, -1.6407, 2.6423)  -0.78
O (-3.1029, -1.0550, 2.1095)  -0.58
H (-4.5622, -0.6246, 4.9246)  0.22
H (-4.5953, 0.7943, 3.8754)  0.28
H (-3.0329, 0.1128, 4.3393)  0.00
C (2.8970, -1.4195, -4.0840)  -1.40
C (2.2007, -0.4560, -3.1312)  0.16
C (1.2333, -1.1580, -2.1850)  -0.38
N (1.9189, -1.8553, -1.1066)  1.78
C (2.0314, -3.1632, -1.0251)  -0.11
S (1.4181, -4.3597, -2.0321)  -0.43
N (2.7005, -3.6085, 0.1411)  0.28
C (3.7496, -3.0846, 0.8415)  -0.05
O (4.0777, -3.5711, 1.9134)  -0.72
C (4.5667, -1.9830, 0.2440)  -0.02
C (5.0676, -2.0743, -1.0484)  0.15
C (5.9395, -1.1064, -1.5222)  -0.87
C (6.3080, -0.0446, -0.7069)  -0.45
C (5.7973, 0.0511, 0.5815)  -0.33
C (4.9301, -0.9191, 1.0588)  0.49
H (3.5987, -0.8927, -4.7356)  0.42
H (2.1637, -1.9311, -4.7111)  0.31
H (3.4481, -2.1891, -3.5410)  0.12
H (1.6267, 0.2791, -3.6996)  0.51
H (2.9318, 0.1064, -2.5462)  -0.02
H (0.6284, -1.8823, -2.7317)  0.59
H (0.5538, -0.4259, -1.7499)  -0.66
H (1.9885, -1.3578, -0.1821)  -0.59
H (2.3473, -4.4803, 0.5075)  0.45
H (4.7843, -2.9093, -1.6775)  0.52
H (6.3236, -1.1798, -2.5320)  0.40
H (6.9809, 0.7172, -1.0821)  0.35
H (6.0633, 0.8880, 1.2148)  0.31
H (4.5221, -0.8576, 2.0588)  -0.29
O (-0.0950, 0.5846, 3.3995)  -0.47
P (0.8009, -0.3431, 4.1429)  0.39
C (2.5557, 0.0939, 4.0731)  0.92
C (2.9100, 1.2314, 3.3585)  -0.13
C (4.2314, 1.6558, 3.3409)  -0.75
C (5.2006, 0.9492, 4.0383)  -0.60
C (4.8485, -0.1848, 4.7601)  -0.74
C (3.5281, -0.6068, 4.7838)  -0.40
C (0.5330, -2.0643, 3.7003)  0.81
C (1.5255, -3.0160, 3.5085)  -0.12
C (1.1743, -4.3139, 3.1635)  -0.79
C (-0.1592, -4.6487, 2.9698)  -0.55
C (-1.1506, -3.6873, 3.1213)  -0.61
C (-0.8077, -2.4011, 3.5044)  -0.52
C (0.4475, -0.2623, 5.9256)  0.53
C (0.6975, -1.3216, 6.7917)  -0.32
C (0.4323, -1.1890, 8.1468)  -0.75
C (-0.0925, -0.0015, 8.6378)  -0.46
C (-0.3591, 1.0518, 7.7737)  -0.69
C (-0.0911, 0.9221, 6.4191)  -0.52
H (2.1530, 1.7855, 2.8175)  0.34
H (4.4984, 2.5375, 2.7714)  0.45
H (6.2325, 1.2795, 4.0199)  0.37
H (5.6015, -0.7432, 5.3022)  0.39
H (3.2593, -1.4823, 5.3617)  0.31
H (2.5720, -2.7569, 3.5771)  0.13
H (1.9573, -5.0478, 3.0175)  0.54
H (-0.4238, -5.6550, 2.6673)  0.38
H (-2.1883, -3.9133, 2.9128)  0.49
H (-1.5823, -1.6450, 3.5628)  0.16
H (1.0750, -2.2597, 6.4007)  0.31
H (0.6198, -2.0178, 8.8185)  0.39
H (-0.3091, 0.0963, 9.6948)  0.36
H (-0.7870, 1.9708, 8.1540)  0.40
H (-0.3144, 1.7265, 5.7284)  0.44

Cartesian forces (eV/Å) of the 3 atoms listed first:
-0.141 0.185 -0.185
-0.008 -0.002 0.014
0.007 -0.002 -0.007

Here is a structure of composition C18H29Cl18N4O at a distorted geometry from the Open Molecules 2025 dataset. Energies are from ωB97M-V/def2-TZVPD.

Its highest occupied orbital energy is -2.5 eV. Its total charge is -1. The multiplicity is 1.

Last column: Mulliken charge in e.
Cartesian coordinates (Å):
C (-1.0781, 2.0081, 4.8087)  -0.85
C (-2.3224, 0.9751, 5.0807)  -0.53
C (-2.1476, -0.5129, 4.4078)  -0.29
C (-3.3196, -0.6491, 3.2468)  -0.57
C (-2.9963, -1.7614, 2.0878)  -1.10
C (-1.6919, -1.4377, 1.1516)  -0.07
C (-1.3116, 0.1555, 1.1046)  -0.27
C (-2.4592, 1.1140, 0.4034)  -0.26
C (-3.4391, 0.3375, -0.6564)  -0.34
C (-2.6747, -0.1494, -2.0425)  -0.44
N (-2.5879, 0.9592, -3.1004)  -0.14
C (-1.2911, 1.7290, -2.9535)  0.51
N (-0.0203, 1.2191, -3.0945)  -0.31
N (-1.3743, 3.2157, -2.5677)  -0.50
N (-0.5223, -2.1662, 1.8464)  -0.38
C (0.2370, -2.7547, 0.8272)  0.85
O (0.9957, -3.3357, -0.1424)  -0.66
H (-0.7670, 2.1300, 3.6866)  0.24
H (-1.4609, 3.0844, 5.1562)  0.30
H (-0.1181, 1.7943, 5.4524)  0.20
H (-2.4448, 0.9074, 6.2638)  0.27
H (-3.3051, 1.5322, 4.7030)  0.30
H (-1.0741, -0.7487, 4.0041)  0.18
H (-2.3933, -1.2989, 5.2404)  0.36
H (-3.6197, 0.4158, 2.8412)  0.12
H (-4.2861, -1.0464, 3.8255)  0.38
H (-3.9956, -1.9647, 1.4774)  0.23
H (-2.7727, -2.7833, 2.6616)  0.33
H (-0.9838, 0.6129, 2.1366)  -0.19
H (-0.3524, 0.2455, 0.3998)  0.30
H (-3.0836, 1.7440, 1.1923)  0.27
H (-1.8577, 1.9238, -0.2296)  -0.07
H (-4.2539, 1.1385, -1.0021)  0.35
H (-4.0582, -0.5536, -0.1943)  0.11
H (-1.6210, -0.6499, -1.8452)  0.07
H (-3.3684, -1.0018, -2.5041)  0.22
H (-3.3430, 1.6659, -2.9266)  0.12
H (0.6865, 1.9984, -2.9323)  -0.03
H (-0.6982, 3.4091, -1.7738)  0.20
H (-2.3179, 3.4256, -2.1476)  0.26
C (3.5969, -3.7155, 2.7805)  -0.07
Cl (4.8215, -2.6269, 3.4551)  -0.06
Cl (2.1815, -2.7989, 2.2369)  -0.10
Cl (4.2747, -4.6633, 1.4457)  -0.14
H (3.2793, -4.4056, 3.5663)  0.28
C (-4.0728, 2.8060, -6.0778)  0.19
Cl (-3.2538, 4.0631, -7.0204)  -0.14
Cl (-4.6020, 3.4473, -4.5132)  -0.14
Cl (-5.4499, 2.1502, -6.9794)  -0.14
H (-3.3631, 1.9951, -5.8953)  0.23
C (2.9930, -2.1797, -2.4776)  0.31
Cl (4.2175, -1.0911, -1.8031)  -0.17
Cl (1.5775, -1.2631, -3.0213)  -0.08
Cl (3.6707, -3.1276, -3.8124)  -0.13
H (2.6753, -2.8698, -1.6918)  0.08
C (5.3667, -6.3625, -5.0403)  0.15
Cl (4.8528, -7.9041, -5.7468)  -0.13
Cl (7.0012, -6.4994, -4.3704)  -0.13
Cl (5.2964, -5.0697, -6.2499)  -0.13
H (4.6812, -6.1108, -4.2271)  0.22
C (1.5046, 5.9228, -2.8970)  -0.02
Cl (0.2387, 6.6386, -1.8847)  -0.13
Cl (1.4839, 4.1562, -2.7626)  -0.12
Cl (1.3063, 6.4206, -4.5859)  -0.13
H (2.4737, 6.2837, -2.5432)  0.33
C (6.5623, 0.3191, 5.3453)  0.06
Cl (7.5692, 1.7768, 5.3780)  -0.14
Cl (4.8513, 0.7486, 5.1802)  -0.09
Cl (7.0642, -0.7543, 4.0280)  -0.13
H (6.6943, -0.2120, 6.2914)  0.29

Cartesian forces (eV/Å) of the 3 atoms listed first:
-0.357 1.157 0.438
0.482 0.635 0.541
-1.133 0.288 0.076

Here is a cluster of 6 separate species, C34H82NO12S in total at a distorted geometry from the Open Molecules 2025 dataset. Energies are from ωB97M-V/def2-TZVPD.

Its highest occupied orbital energy is -11.0 eV. Its total charge is +1. The multiplicity is 1.

Last column: Mulliken charge in e.
Cartesian coordinates (Å):
C (0.6552, 3.7331, 0.0202)  0.02
C (-0.8223, 4.1255, -0.1430)  -0.97
C (-1.5234, 4.3437, 1.2077)  1.11
C (-2.9679, 3.8310, 1.2189)  -1.55
C (-2.9578, 2.3006, 1.3518)  1.20
C (-3.4827, 1.7480, 2.6753)  -1.12
C (-3.5893, 0.2158, 2.7015)  -0.92
C (-2.1582, -0.3620, 2.6914)  0.79
C (-1.9744, -1.7914, 2.1635)  -1.38
N (-0.9331, -1.9769, 1.0472)  0.08
C (0.3683, -1.1707, 1.2730)  -0.19
C (1.5867, -2.0574, 1.0073)  -1.42
C (0.4077, 0.1717, 0.5217)  -0.20
C (1.1232, 1.2765, 1.3066)  0.28
S (-1.8227, -1.9366, -0.5475)  1.24
C (-0.5553, -2.2056, -1.7161)  -0.51
O (-2.3645, -0.6304, -0.6468)  -0.64
O (-2.6014, -3.1257, -0.4383)  -0.50
H (0.7495, 2.6412, 0.0513)  -0.27
H (1.0683, 4.1099, 0.9613)  -0.12
H (1.2945, 4.0859, -0.7922)  0.49
H (-1.3428, 3.3228, -0.6795)  0.30
H (-0.9214, 5.0261, -0.7550)  0.49
H (-1.4607, 5.3912, 1.5147)  0.63
H (-0.9711, 3.7671, 1.9658)  -1.52
H (-3.5290, 4.3009, 2.0322)  0.45
H (-3.4740, 4.1067, 0.2876)  0.32
H (-1.8990, 2.0131, 1.2737)  -1.20
H (-3.4528, 1.8032, 0.5144)  0.47
H (-4.4247, 2.2231, 2.9618)  0.51
H (-2.7518, 2.0159, 3.4540)  0.14
H (-4.1183, -0.0917, 3.6079)  0.46
H (-4.1654, -0.1678, 1.8510)  0.39
H (-1.5355, 0.3277, 2.1325)  -0.46
H (-1.7655, -0.3711, 3.7122)  0.50
H (-1.5999, -2.4338, 2.9636)  0.30
H (-2.8849, -2.2559, 1.7778)  0.70
H (-0.6975, -2.9706, 1.0814)  0.55
H (0.3253, -0.9489, 2.3431)  0.43
H (2.3477, -1.8635, 1.7638)  0.28
H (1.3526, -3.1254, 1.0595)  0.44
H (2.0378, -1.8680, 0.0301)  0.12
H (0.9090, 0.0259, -0.4393)  0.78
H (-0.5990, 0.5075, 0.2957)  0.14
H (1.8228, 0.8788, 2.0501)  0.28
H (1.6762, 1.9386, 0.6363)  -0.46
H (0.4021, 1.8882, 1.8549)  -0.60
H (-0.1433, -3.2020, -1.5512)  0.39
H (-1.1090, -2.1825, -2.6640)  0.24
H (0.2050, -1.4347, -1.6757)  0.07
C (6.8988, 3.1494, 1.6969)  -0.72
O (6.7220, 1.7492, 1.8196)  -0.31
C (5.8095, 1.3625, 2.8280)  -1.02
C (4.4599, 0.9865, 2.2538)  -0.23
O (3.7777, 2.0805, 1.6594)  0.18
C (3.9800, 2.1581, 0.2551)  -0.63
H (7.4582, 3.3204, 0.7795)  0.25
H (5.9408, 3.6722, 1.6385)  0.27
H (7.4716, 3.5483, 2.5400)  0.31
H (5.6883, 2.1582, 3.5701)  0.41
H (6.2272, 0.4880, 3.3362)  0.41
H (3.8302, 0.5995, 3.0620)  0.46
H (4.6022, 0.1860, 1.5169)  0.05
H (3.4444, 1.3507, -0.2578)  -0.03
H (5.0375, 2.0855, 0.0012)  0.41
H (3.5877, 3.1136, -0.0872)  0.14
C (7.0878, -2.1312, -3.6915)  -0.67
O (7.0179, -2.5288, -2.3349)  -0.38
C (7.4404, -1.5341, -1.4205)  -0.86
C (6.2705, -0.8425, -0.7589)  0.13
O (5.4847, -0.1068, -1.6857)  -0.34
C (4.3202, -0.7751, -2.1104)  -0.19
H (6.5657, -2.8882, -4.2738)  0.24
H (6.6140, -1.1592, -3.8523)  0.27
H (8.1260, -2.0785, -4.0347)  0.34
H (8.0705, -0.7924, -1.9222)  0.39
H (8.0415, -2.0203, -0.6469)  0.38
H (6.6449, -0.1373, -0.0100)  0.12
H (5.6496, -1.5893, -0.2485)  0.20
H (3.5720, -0.8190, -1.3045)  -0.36
H (4.5351, -1.7943, -2.4419)  0.49
H (3.9048, -0.2067, -2.9416)  0.29
C (3.0351, 5.9144, 3.9974)  -0.63
O (1.6950, 6.2604, 4.2738)  -0.43
C (0.7506, 5.6428, 3.4237)  -0.30
C (0.0722, 4.4677, 4.0922)  0.19
O (0.9740, 3.4065, 4.3686)  -0.14
C (1.3961, 3.3483, 5.7201)  -0.93
H (3.6395, 6.2893, 4.8211)  0.30
H (3.1620, 4.8311, 3.9200)  0.17
H (3.3791, 6.3806, 3.0672)  0.32
H (1.2263, 5.3135, 2.4918)  0.01
H (-0.0100, 6.3870, 3.1695)  0.35
H (-0.7019, 4.0819, 3.4196)  0.02
H (-0.4164, 4.7997, 5.0141)  0.56
H (0.5915, 2.9895, 6.3708)  0.26
H (1.7298, 4.3250, 6.0765)  0.37
H (2.2280, 2.6474, 5.7675)  0.25
C (-8.0334, -4.2431, 0.1986)  -0.73
O (-7.0721, -3.4410, -0.4623)  -0.42
C (-5.7882, -4.0244, -0.5310)  0.05
C (-5.4510, -4.6169, -1.8762)  -0.10
O (-6.2360, -5.7262, -2.2442)  -0.44
C (-7.2675, -5.4214, -3.1657)  -0.66
H (-9.0057, -3.7881, 0.0225)  0.26
H (-8.0387, -5.2651, -0.1891)  0.33
H (-7.8481, -4.2741, 1.2779)  0.30
H (-5.6698, -4.7806, 0.2543)  0.38
H (-5.0540, -3.2321, -0.3600)  -0.13
H (-4.4047, -4.9386, -1.8181)  0.13
H (-5.5183, -3.8222, -2.6299)  0.24
H (-6.8586, -5.2145, -4.1608)  0.26
H (-7.8576, -4.5620, -2.8370)  0.31
H (-7.9101, -6.2969, -3.2260)  0.25
C (-4.5916, -2.0316, -6.0406)  -0.58
O (-3.8315, -2.9652, -6.7811)  -0.38
C (-2.4729, -2.6086, -6.9507)  -0.55
C (-1.5705, -3.3724, -6.0079)  -0.61
O (-1.8246, -3.0463, -4.6463)  -0.22
C (-2.6530, -3.9817, -3.9842)  -0.56
H (-5.5478, -2.5022, -5.8184)  0.23
H (-4.0970, -1.7589, -5.1036)  0.18
H (-4.7756, -1.1208, -6.6198)  0.34
H (-2.3377, -1.5313, -6.8047)  0.32
H (-2.1881, -2.8485, -7.9788)  0.39
H (-0.5278, -3.1248, -6.2218)  0.41
H (-1.7051, -4.4472, -6.1658)  0.34
H (-2.1195, -4.9141, -3.7665)  0.36
H (-3.5503, -4.2141, -4.5615)  0.61
H (-2.9591, -3.5222, -3.0429)  -0.28

Cartesian forces (eV/Å) of the 3 atoms listed first:
-0.391 0.179 -0.673
0.077 0.142 0.005
-0.006 -0.255 -0.146

Here is the molecule C6H10O2 at a distorted geometry from the Open Molecules 2025 dataset. Energies are from ωB97M-V/def2-TZVPD.

Its highest occupied orbital energy is -9.4 eV. The energy relative to the best compared isomer or geometry (same formula, charge and spin) is 34.7 kJ/mol. The multiplicity is 1.

Last column: Mulliken charge in e.
Cartesian coordinates (Å):
C (0.7908, -2.8400, -0.5467)  -1.21
C (0.3589, -1.4143, -0.4863)  0.12
C (-0.5326, -0.9638, 0.3819)  -0.41
C (-1.0684, 0.4144, 0.6336)  -0.75
C (-0.0638, 1.5225, 0.9861)  -0.48
C (-0.0011, 2.5835, -0.0943)  0.44
O (-0.4466, 3.6915, 0.0036)  -0.56
O (0.6051, 2.1121, -1.2028)  -0.41
H (1.0839, -3.1405, -1.5549)  0.34
H (-0.0078, -3.5186, -0.2370)  0.33
H (1.6409, -3.0536, 0.0995)  0.26
H (0.8474, -0.7115, -1.1558)  0.35
H (-0.9114, -1.6757, 1.0876)  0.27
H (-1.6090, 0.7392, -0.2604)  0.34
H (-1.8766, 0.3796, 1.3536)  0.40
H (-0.2169, 2.0529, 1.9225)  0.29
H (0.9364, 1.1078, 1.0214)  0.36
H (0.4709, 2.7143, -1.9518)  0.33

Cartesian forces (eV/Å) of the 3 atoms listed first:
-0.063 -0.572 -0.184
0.126 0.654 -0.024
0.069 -0.094 0.611

Q: Which total energy values were calculated for the entries above? A: -178180.95606 -252538.79377 -73468.82440 -10478.80999, in eV.